Here is a cluster of 3 separate species, C4H7IO2 in total from the Open Molecules 2025 dataset. Energies are from wB97M-V/def2-TZVPD.

```
! RIJCOSX wB97M-V def2-TZVPD def2/J DEFGRID3
* xyz 0 1
C -1.253 -3.063 0.216
C 0.754 0.138 0.841
C -0.648 0.574 -1.256
C -0.455 -0.253 0.053
O -0.653 -3.534 1.062
O -1.313 -0.992 0.508
I -4.517 0.062 -0.113
H 0.743 1.210 1.257
H 0.898 -0.475 1.761
H 1.604 -0.041 0.363
H -0.133 -0.133 -1.931
H -0.058 1.527 -0.975
H -1.725 0.495 -1.518
H -4.051 -1.060 -1.174
*
```

Calculated values
**Maximum force**: 4.871 eV Å⁻¹
**LUMO**: 0.54 eV
**HOMO-LUMO gap**: 10.150 eV
**Energy relative to the best compared isomer or geometry (same formula, charge and spin)**: 1.455 eV

Löwdin atomic charge list, values in e, 4 entries: atom 1 (C): -0.005, atom 2 (C): -0.029, atom 3 (C): -0.010, atom 4 (C): -0.485

---

Here is a structure of composition C4H7InO from the Open Molecules 2025 dataset. Energies are from wB97M-V/def2-TZVPD.

```
! RIJCOSX wB97M-V def2-TZVPD def2/J DEFGRID3
* xyz 1 2
H 1.782 -0.277 -0.714
C 0.014 0.999 -0.364
C 0.712 -0.240 -0.953
C -0.132 -0.803 0.130
O -1.177 -1.542 -0.068
In -2.287 -2.134 -1.385
H 0.684 1.866 -0.421
H -0.934 1.225 -0.875
H 0.382 -0.531 -1.956
H 0.340 -0.941 1.475
C 0.224 0.562 1.488
H 1.161 1.108 1.691
H -0.769 0.709 1.951
*
```

Calculated values
**Maximum force**: 8.590 eV Å⁻¹
**LUMO (alpha / beta)**: -4.04 / -4.48 eV
**HOMO-LUMO gap (alpha / beta)**: 7.630 / 8.830 eV
**Energy relative to the best compared isomer or geometry (same formula, charge and spin)**: 3.839 eV

Löwdin atomic charge list, values in e, 4 entries: atom 1 (H): 0.144, atom 2 (C): -0.061, atom 3 (C): -0.104, atom 4 (C): -0.408

---

Here is a structure of composition C4H7IrO3 from the Open Molecules 2025 dataset. Energies are from wB97M-V/def2-TZVPD.

```
! RIJCOSX wB97M-V def2-TZVPD def2/J DEFGRID3
* xyz 1 6
H 1.432 -2.548 -0.426
O -0.930 0.581 -0.331
C 0.340 0.390 -0.165
O 1.142 1.318 -0.365
Ir 2.680 0.232 0.285
O 0.883 -0.724 0.357
C 0.464 -2.015 -0.404
H -0.181 -2.512 0.344
C -1.938 -0.330 0.185
H -1.993 -1.189 -0.490
H -1.609 -0.678 1.172
C -3.243 0.419 0.262
H -3.178 1.270 0.952
H -3.549 0.779 -0.729
H -4.016 -0.269 0.630
*
```

Calculated values
**Maximum force**: 7.366 eV Å⁻¹
**LUMO (alpha / beta)**: -3.85 / -6.94 eV
**HOMO-LUMO gap (alpha / beta)**: 8.141 / 7.615 eV
**Energy relative to the best compared isomer or geometry (same formula, charge and spin)**: 1.318 eV

Löwdin atomic charge list, values in e, 4 entries: atom 1 (H): 0.092, atom 2 (O): 0.112, atom 3 (C): -0.637, atom 4 (O): -0.084

---

Here is a structure of composition C4H7LuO2 from the Open Molecules 2025 dataset. Energies are from wB97M-V/def2-TZVPD.

```
! RIJCOSX wB97M-V def2-TZVPD def2/J DEFGRID3
* xyz 2 1
H 0.366 2.242 -0.709
O 0.564 1.422 0.684
C -0.521 2.027 0.865
C -0.458 3.172 -0.094
C -1.538 3.232 -1.192
C -1.202 4.343 -2.161
O -0.955 4.145 -3.327
Lu 3.235 2.636 1.427
H -1.429 1.405 0.893
H 1.403 3.546 0.428
H -0.754 4.023 0.559
H -2.501 3.492 -0.722
H -1.583 2.282 -1.737
H -0.773 5.253 -1.680
*
```

Calculated values
**Maximum force**: 5.502 eV Å⁻¹
**LUMO (alpha / beta)**: -11.68 / -11.67 eV
**HOMO-LUMO gap (alpha / beta)**: 4.151 / 4.157 eV
**Energy relative to the best compared isomer or geometry (same formula, charge and spin)**: 7.913 eV

Löwdin atomic charge list, values in e, 4 entries: atom 1 (H): 0.274, atom 2 (O): -0.231, atom 3 (C): -0.172, atom 4 (C): -0.240

---

Here is a cluster of 2 separate species, C4H7N in total from the Open Molecules 2025 dataset. Energies are from wB97M-V/def2-TZVPD.

```
! RIJCOSX wB97M-V def2-TZVPD def2/J DEFGRID3
* xyz 0 1
C 3.570 -0.725 -0.155
C -0.018 0.501 -0.005
C -0.346 -0.042 1.296
C -0.983 -0.070 -1.102
N 2.712 -0.016 -0.440
H 4.442 -1.352 0.086
H -0.695 0.915 1.749
H 0.602 -0.441 1.899
H -1.215 -0.763 1.415
H -0.312 -0.430 -1.842
H -1.579 0.777 -1.499
H -1.582 -0.749 -0.519
*
```

Calculated values
**Maximum force**: 3.603 eV Å⁻¹
**LUMO**: 0.77 eV
**HOMO-LUMO gap**: 8.305 eV
**Energy relative to the best compared isomer or geometry (same formula, charge and spin)**: 5.172 eV

Löwdin atomic charge list, values in e, 4 entries: atom 1 (C): -0.070, atom 2 (C): -0.122, atom 3 (C): -0.229, atom 4 (C): -0.136

---

Here is an isolated molecule of C4H7N from the Open Molecules 2025 dataset. Energies are from wB97M-V/def2-TZVPD.

```
! RIJCOSX wB97M-V def2-TZVPD def2/J DEFGRID3
* xyz 0 1
C 2.796 -0.066 0.175
N 1.654 0.426 -0.077
C 0.535 -0.170 -0.473
C -0.957 0.520 -0.041
C -2.303 -0.074 0.060
H 3.641 0.564 0.518
H 3.033 -1.207 0.117
H 0.463 -0.717 -1.483
H -0.784 1.236 0.724
H -2.430 -0.862 0.802
H -2.981 0.807 0.474
H -2.669 -0.457 -0.796
*
```

Calculated values
**Maximum force**: 7.185 eV Å⁻¹
**LUMO (alpha / beta)**: 0.29 / 0.06 eV
**SMILES**: C=N/C=C/C
**HOMO-LUMO gap (alpha / beta)**: 7.942 / 8.018 eV
**Energy relative to the best compared isomer or geometry (same formula, charge and spin)**: 4.319 eV

Löwdin atomic charge list, values in e, 4 entries: atom 1 (C): -0.063, atom 2 (N): -0.091, atom 3 (C): -0.125, atom 4 (C): -0.064

---

Here is an isolated molecule of C4H7N from the Open Molecules 2025 dataset. Energies are from wB97M-V/def2-TZVPD.

```
! RIJCOSX wB97M-V def2-TZVPD def2/J DEFGRID3
* xyz 0 1
C 0.523 1.207 0.688
C 0.579 -0.042 -0.175
C -0.797 -0.394 -0.861
C -0.905 -1.614 -0.074
N -0.653 -2.458 0.680
H 1.448 1.288 1.265
H 0.385 2.134 0.121
H -0.305 1.127 1.405
H 1.374 -0.048 -0.925
H 0.729 -0.943 0.492
H -1.609 0.325 -0.670
H -0.769 -0.581 -1.945
*
```

Calculated values
**Maximum force**: 2.249 eV Å⁻¹
**LUMO**: 0.94 eV
**SMILES**: CCCC#N
**HOMO-LUMO gap**: 11.526 eV
**Energy relative to the best compared isomer or geometry (same formula, charge and spin)**: 1.106 eV

Löwdin atomic charge list, values in e, 4 entries: atom 1 (C): -0.111, atom 2 (C): -0.262, atom 3 (C): -0.138, atom 4 (C): -0.277

---

Here is an isolated molecule of C4H7N from the Open Molecules 2025 dataset. Energies are from wB97M-V/def2-TZVPD.

```
! RIJCOSX wB97M-V def2-TZVPD def2/J DEFGRID3
* xyz 0 1
C 0.942 0.055 -2.017
C 0.492 0.139 -0.909
C 0.058 0.238 0.483
C 0.140 -1.122 1.202
N -1.340 0.722 0.525
H 1.419 -0.039 -2.969
H 0.774 0.940 0.987
H -0.510 -1.838 0.690
H -0.257 -0.993 2.215
H 1.148 -1.485 1.233
H -1.556 0.873 1.509
H -1.423 1.631 0.107
*
```

Calculated values
**Maximum force**: 1.197 eV Å⁻¹
**LUMO**: 1.02 eV
**SMILES**: C#C[C@H](C)N
**HOMO-LUMO gap**: 10.652 eV
**Energy relative to the best compared isomer or geometry (same formula, charge and spin)**: 1.830 eV

Löwdin atomic charge list, values in e, 4 entries: atom 1 (C): 0.116, atom 2 (C): -0.125, atom 3 (C): -0.478, atom 4 (C): -0.066

---

Here is a cluster of 2 separate species, C4H7N in total from the Open Molecules 2025 dataset. Energies are from wB97M-V/def2-TZVPD.

```
! RIJCOSX wB97M-V def2-TZVPD def2/J DEFGRID3
* xyz 0 1
C 0.365 1.446 0.170
C 0.862 0.438 -0.526
C 1.294 -0.737 0.332
H 0.410 1.598 1.207
H -0.206 2.336 -0.278
H 0.858 0.402 -1.552
H 1.897 -0.464 1.280
H 0.344 -1.312 0.682
H 1.924 -1.467 -0.271
C -2.558 -0.782 -0.361
N -2.574 0.223 0.186
H -2.615 -1.682 -0.870
*
```

Calculated values
**Maximum force**: 4.092 eV Å⁻¹
**LUMO**: 1.00 eV
**SMILES**: C=CC.C#N
**HOMO-LUMO gap**: 10.327 eV
**Energy relative to the best compared isomer or geometry (same formula, charge and spin)**: 2.099 eV

Löwdin atomic charge list, values in e, 4 entries: atom 1 (C): -0.062, atom 2 (C): -0.253, atom 3 (C): -0.146, atom 4 (H): 0.036

---

Here is an isolated molecule of C4H7N from the Open Molecules 2025 dataset. Energies are from wB97M-V/def2-TZVPD.

```
! RIJCOSX wB97M-V def2-TZVPD def2/J DEFGRID3
* xyz 0 1
C 0.239 1.780 0.672
N 0.546 1.084 -0.331
C 0.105 -0.247 -0.532
C -0.763 -0.483 -1.500
C 0.449 -1.137 0.662
H 0.684 2.750 0.852
H -0.537 1.446 1.368
H -1.122 0.308 -2.148
H -1.209 -1.413 -1.832
H 0.200 -2.180 0.473
H -0.121 -0.765 1.504
H 1.529 -1.143 0.812
*
```

Calculated values
**Maximum force**: 1.977 eV Å⁻¹
**LUMO**: 1.11 eV
**SMILES**: C=NC(=C)C
**HOMO-LUMO gap**: 9.826 eV
**Energy relative to the best compared isomer or geometry (same formula, charge and spin)**: 1.521 eV

Löwdin atomic charge list, values in e, 4 entries: atom 1 (C): -0.038, atom 2 (N): 0.010, atom 3 (C): -0.424, atom 4 (C): 0.029

---

Here is an isolated molecule of C4H7N from the Open Molecules 2025 dataset. Energies are from wB97M-V/def2-TZVPD.

```
! RIJCOSX wB97M-V def2-TZVPD def2/J DEFGRID3
* xyz 0 1
C 1.168 -0.836 0.208
C 0.105 0.033 -0.488
C -1.303 0.016 0.187
C 0.380 1.485 -0.423
N 0.229 2.607 -0.176
H 0.931 -1.903 0.102
H 2.161 -0.682 -0.226
H 1.225 -0.609 1.276
H 0.048 -0.279 -1.540
H -1.400 -0.734 0.975
H -1.440 0.988 0.654
H -2.103 -0.086 -0.550
*
```

Calculated values
**Maximum force**: 1.284 eV Å⁻¹
**LUMO**: 0.90 eV
**SMILES**: CC(C)C#N
**HOMO-LUMO gap**: 12.259 eV
**Energy relative to the best compared isomer or geometry (same formula, charge and spin)**: 0.454 eV

Löwdin atomic charge list, values in e, 4 entries: atom 1 (C): -0.077, atom 2 (C): -0.381, atom 3 (C): -0.062, atom 4 (C): -0.221

---

Here is an isolated molecule of C4H7N from the Open Molecules 2025 dataset. Energies are from wB97M-V/def2-TZVPD.

```
! RIJCOSX wB97M-V def2-TZVPD def2/J DEFGRID3
* xyz 0 1
C -22.775 25.775 -7.009
C -21.435 25.739 -7.770
C -21.409 24.733 -8.929
C -22.517 24.942 -9.857
N -23.400 25.109 -10.564
H -23.171 26.788 -6.987
H -22.658 25.452 -5.976
H -23.517 25.134 -7.482
H -20.617 25.475 -7.101
H -21.211 26.722 -8.184
H -21.432 23.709 -8.557
H -20.480 24.864 -9.487
*
```

Calculated values
**Maximum force**: 0.451 eV Å⁻¹
**LUMO**: 0.89 eV
**SMILES**: CCCC#N
**HOMO-LUMO gap**: 12.520 eV
**Energy relative to the best compared isomer or geometry (same formula, charge and spin)**: 0.149 eV

Löwdin atomic charge list, values in e, 4 entries: atom 1 (C): -0.097, atom 2 (C): -0.249, atom 3 (C): -0.199, atom 4 (C): -0.250